The following is a DFT calculation (the ωB97M-V functional and the def2-TZVPD basis) of a structure of composition C5H16ClCrO5S in a non-equilibrium geometry.

XYZ file:
```
29
Properties=species:S:1:pos:R:3:lowdin_charge:R:1
Cr 1.153 -0.785 4.928 1.111
Cl 1.005 0.004 2.685 0.117
O -0.587 -3.122 -1.443 -0.293
S -0.710 -2.233 -2.583 0.622
O -1.694 -2.401 -3.617 -0.264
O -0.974 -0.744 -2.031 -0.246
C -0.257 -0.308 -0.883 -0.304
C -0.864 0.999 -0.442 -0.062
C 0.896 -2.016 -3.366 -0.109
H 0.804 -0.180 -1.138 0.104
H -0.228 -1.040 -0.070 0.100
H -0.411 1.378 0.483 0.042
H -1.893 0.808 -0.132 0.078
H -0.766 1.802 -1.167 0.091
H 0.778 -1.308 -4.181 0.076
H 1.211 -2.966 -3.793 0.076
H 1.624 -1.683 -2.632 0.060
C -2.999 0.323 3.009 -0.132
O -2.130 -0.813 3.050 -0.155
H -3.383 0.440 1.995 0.080
H -3.845 0.168 3.674 0.084
H -2.481 1.226 3.342 0.079
H -1.273 -0.550 2.709 -0.072
C 2.909 2.532 0.191 -0.145
O 3.049 1.121 0.040 -0.140
H 1.913 2.794 0.565 0.067
H 3.602 2.938 0.932 0.076
H 3.054 2.957 -0.796 0.085
H 2.498 0.659 0.673 -0.027
```

## Properties
calculated total energy	-67450.01361	eV
multiplicity	5
charge	+1
LUMO (spin up / spin down)	-9.09 / -7.67	eV

The following is a DFT calculation (the ωB97M-V functional and the def2-TZVPD basis) of a structure of composition C2H5OPS in a non-equilibrium geometry.

XYZ file:
```
10
Properties=species:S:1:pos:R:3:lowdin_charge:R:1
C -0.271 -1.506 0.167 -0.629
C 0.363 0.819 0.671 -0.927
O 0.434 1.966 -0.079 -0.158
P -1.240 0.025 0.233 0.849
S 1.439 -0.558 0.076 0.704
H -0.035 -2.148 0.987 0.004
H -0.478 -1.893 -0.869 0.037
H 0.692 0.934 1.764 0.094
H 1.292 2.400 -0.042 0.094
H -0.974 0.124 -1.091 -0.067
```

## Properties
calculated total energy	-24324.58250	eV
charge	0
LUMO	0.31	eV

The following is a DFT calculation (the ωB97M-V functional and the def2-TZVPD basis) of a cluster of 2 separate species, C3H10N4O in total in a non-equilibrium geometry.

XYZ file:
```
18
Properties=species:S:1:pos:R:3:lowdin_charge:R:1
C 1.256 -1.093 1.628 -0.113
C 1.397 1.159 0.570 -0.245
C 0.914 0.367 1.524 -0.175
O 1.998 0.741 -0.574 -0.022
H 2.152 -0.214 -0.504 0.097
H 0.886 2.134 0.580 0.121
H 0.374 0.815 2.343 0.090
H 0.781 -1.534 2.505 0.069
H 2.345 -1.246 1.726 0.084
H 0.929 -1.630 0.747 0.061
N -2.904 -0.277 -0.235 -0.018
N -0.345 0.390 -2.404 0.000
N -2.242 0.193 -1.316 -0.118
N -1.009 -0.069 -1.323 -0.108
H -2.411 -0.986 0.309 0.078
H -3.868 -0.488 -0.445 0.070
H 0.598 0.670 -2.162 0.049
H -0.852 1.068 -2.969 0.081
```

## Properties
calculated total energy	-11278.02977	eV
charge	0
structure (SMILES)	C/C=C\O.N/N=N/N
LUMO	0.89	eV

The following is a DFT calculation (the ωB97M-V functional and the def2-TZVPD basis) of a cluster of 2 separate species, C9H15IN3 in total in a non-equilibrium geometry.

XYZ file:
```
28
Properties=species:S:1:pos:R:3:lowdin_charge:R:1
C -2.096 1.991 -0.058 -0.007
C -3.443 0.980 1.352 -0.208
C -1.096 0.911 0.040 -0.075
C -1.522 -0.119 0.934 -0.150
C -0.730 -2.610 0.432 -0.067
C 1.195 1.733 -0.061 -0.004
C 1.765 -0.469 -1.673 -0.110
C -0.518 -1.238 1.137 -0.147
C 0.189 0.807 -0.534 -0.371
N -3.245 2.020 0.579 0.178
N -2.626 0.017 1.621 0.280
N 0.397 -0.169 -1.374 0.041
I 4.914 -0.077 0.154 0.570
H -1.925 2.797 -0.766 0.141
H -4.300 1.079 1.999 0.137
H -0.896 -2.583 -0.733 0.095
H -1.731 -3.093 0.736 0.107
H 0.090 -3.328 0.590 0.085
H 2.108 1.897 -0.756 0.120
H 0.601 2.625 0.216 0.110
H 1.509 1.259 0.870 0.099
H 1.838 -1.444 -2.244 0.124
H 2.246 0.228 -2.249 0.057
H 2.415 -0.782 -0.806 -0.004
H 0.521 -0.904 0.975 0.116
H -0.562 -1.435 2.146 0.095
H 5.179 0.874 -1.027 -0.368
H -0.278 -0.964 -1.500 0.155
```

## Properties
calculated total energy	-22135.07586	eV
multiplicity	3
charge	+1
LUMO (spin up / spin down)	-4.00 / -8.17	eV

The following is a DFT calculation (the ωB97M-V functional and the def2-TZVPD basis) of the molecule C4H4N2O in a non-equilibrium geometry.

XYZ file:
```
11
Properties=species:S:1:pos:R:3:lowdin_charge:R:1
C 1.088 -0.043 0.019 -0.231
C 0.486 1.474 -0.019 0.042
C -1.346 -0.966 0.486 -0.120
C -0.200 -0.896 -0.396 -0.198
H 0.987 2.300 0.319 0.058
H -2.266 -1.640 0.207 0.145
H -1.351 -0.750 1.612 0.142
H -0.184 -1.774 -1.101 0.169
N -0.876 1.326 0.071 0.090
N -1.193 0.075 -0.445 -0.146
O 2.141 -0.670 0.131 0.050
```

## Properties
calculated total energy	-9236.07742	eV
charge	0
structure (SMILES)	O=C1C=NN2C[C@H]12
LUMO	-0.47	eV

The following is a DFT calculation (the ωB97M-V functional and the def2-TZVPD basis) of a structure of composition C9H12N2O2Sr in a non-equilibrium geometry.

XYZ file:
```
26
Properties=species:S:1:pos:R:3:lowdin_charge:R:1
N -0.275 -5.025 -1.502 0.140
C -0.256 -3.834 -1.255 -0.166
C -0.113 -2.296 -0.751 -0.145
C -0.801 -1.383 -1.885 -0.262
C -0.124 -1.802 -3.303 -0.145
N 0.189 -1.916 -4.475 0.149
C -0.612 0.209 -1.706 -0.149
C -0.009 0.684 -0.292 -0.200
C -1.136 0.802 0.892 -0.114
C -0.471 1.672 2.108 -0.154
O 0.762 1.065 2.631 -0.019
C 1.933 1.770 2.189 -0.438
O 3.159 1.326 2.365 -0.151
H 1.016 -2.057 -0.682 0.125
H -0.604 -2.186 0.289 0.115
H -1.917 -1.648 -1.906 0.155
H 0.066 0.594 -2.563 0.135
H -1.655 0.709 -1.815 0.135
H 0.352 1.783 -0.449 0.120
H 0.930 0.108 0.051 0.108
H -2.032 1.448 0.534 0.149
H -1.523 -0.217 1.242 0.127
H -0.309 2.783 1.809 0.142
H -1.216 1.703 3.000 0.160
H 1.830 2.777 1.583 0.188
Sr 2.815 2.932 3.890 1.995
```

## Properties
calculated total energy	-17415.32775	eV
charge	+2
LUMO	-10.79	eV